The following is a quantum chemistry calculation of 2 unconnected molecules or ions with the total composition C2H7NS at a distorted geometry, from the OMol25 dataset.

Each line ends with the Löwdin charge.
Positions of all 11 atoms, in Å:
1 C -1.15412 0.81397 -1.47946  -0.10
2 N -2.27957 0.22745 -1.44809  -0.07
3 C -2.57039 -0.29933 -0.08741  -0.16
4 H -0.66483 1.33336 -0.65167  0.07
5 H -0.77294 1.00040 -2.48644  0.06
6 H -2.74849 -1.38169 -0.12103  0.07
7 H -1.74824 -0.19205 0.62585  0.06
8 H -3.50996 0.06262 0.32402  0.06
9 S 4.51904 -0.78137 1.61885  0.42
10 H 5.11746 0.40106 2.02583  -0.20
11 H 5.81204 -1.18442 1.67954  -0.22

Cartesian forces, eV/Å:
-0.9536 0.8641 -1.5746
1.0891 -1.2498 1.7457
-0.6910 -0.2706 -0.1093
0.2868 -0.7909 0.3222
0.1329 0.3956 0.1944
0.1757 0.1214 -0.5292
-0.0497 0.4469 -0.0291
0.0119 0.4822 -0.0197
1.5435 1.1024 0.5106
-1.0544 -0.5372 -0.2883
-0.4913 -0.5640 -0.2228

The structure (SMILES) is C=NC.S. The HOMO-LUMO gap comes out at 10.55 eV. The lowest unoccupied orbital energy comes out at 0.8 eV. The value obtained for the energy relative to the best compared isomer or geometry (same formula, charge and spin) is 33.0 kcal/mol. As for the charge: 0.


The following is a quantum chemistry calculation of a molecular structure, C3H4HgO3 at a distorted geometry, from the OMol25 dataset.

Each line ends with the Löwdin charge.
Positions of all 11 atoms, in Å:
1 C -1.67888 -0.95508 0.66553  -0.33
2 O -1.55769 -2.17766 0.74083  -0.27
3 O 1.34333 -0.62067 -0.88348  -0.47
4 O -0.41833 -0.36382 1.09738  -0.37
5 C 0.65040 0.50183 -0.87289  -0.51
6 C -0.03176 0.82907 0.45631  -0.29
7 H -0.10382 0.56355 -1.69174  0.07
8 H -0.90903 1.47824 0.28232  0.10
9 H 0.67064 1.35795 1.11919  0.10
10 Hg 0.70055 -2.22868 0.40069  0.84
11 H 1.33459 1.61525 -1.31414  0.14

Cartesian forces, eV/Å:
-0.5823 0.1103 0.1246
-0.9808 0.2751 0.0569
1.3577 -0.0798 -0.6156
-0.6206 0.7145 0.5355
0.2602 3.0253 -2.1508
0.1558 1.1139 0.0621
-0.1531 -0.3301 0.3108
0.2473 -0.2499 0.0870
-0.2212 -0.2668 -0.0012
1.7626 -1.8403 0.0226
-1.2257 -2.4722 1.5681

The HOMO-LUMO gap (alpha / beta) comes out at 7.10 / 6.66 eV. The lowest unoccupied orbital energy (alpha / beta) comes out at 4.2 / 2.8 eV. The value obtained for the energy relative to the best compared isomer or geometry (same formula, charge and spin) is 68.0 kcal/mol. As for the charge: -1. The multiplicity is 2.


The following is a quantum chemistry calculation of a molecular structure, C40H43AsCoN5O4S2Te at a distorted geometry, from the OMol25 dataset.

Each line ends with the Löwdin charge.
Positions of all 97 atoms, in Å:
1 Co 0.55401 -0.03598 -0.51782  0.14
2 O -4.57877 -2.12341 1.58898  0.13
3 C -4.07103 -3.29859 1.54286  -0.27
4 C -4.57944 -4.39865 2.21085  0.03
5 C -4.03740 -5.64466 2.06880  -0.02
6 C -2.92037 -5.85737 1.23840  -0.02
7 C -2.36495 -4.77620 0.63564  -0.02
8 C -2.83244 -3.47712 0.80373  0.01
9 C -2.31982 -2.24589 0.11205  -0.38
10 O -3.11762 -1.26675 -0.08798  0.03
11 N -1.04644 -2.35439 -0.22755  -0.03
12 N -0.63741 -1.47490 -1.10159  -0.32
13 C -0.91114 -1.80059 -2.40316  -0.85
14 S 0.04589 -3.13026 -3.02629  0.99
15 C -1.15326 -3.60435 -4.28786  -0.50
16 C -2.06106 -2.41770 -4.65046  -0.49
17 S -2.33447 -1.32758 -3.23585  1.01
18 H -3.97371 -1.57383 0.65739  0.07
19 H -5.52184 -4.32972 2.79767  0.15
20 H -4.39707 -6.50463 2.59648  0.12
21 H -2.43562 -6.81795 1.05667  0.13
22 H -1.44587 -4.94790 0.08598  0.12
23 H -1.70476 -4.50461 -3.88689  0.10
24 H -0.51895 -3.95474 -5.13830  0.09
25 H -3.12445 -2.72444 -4.99953  0.12
26 H -1.64648 -1.83850 -5.48558  0.07
27 Te 1.63266 -1.49846 1.29612  1.14
28 C 3.54774 -2.13097 1.43074  -0.72
29 C 4.22576 -1.99172 2.64472  -0.17
30 C 5.39489 -2.68919 2.84722  -0.09
31 C 5.93700 -3.40135 1.78295  -0.09
32 C 5.20896 -3.59047 0.61496  -0.11
33 C 4.00255 -2.95322 0.37866  -0.19
34 H 3.71685 -1.48892 3.50754  0.10
35 H 5.83800 -2.69870 3.87043  0.13
36 H 6.85641 -3.94347 1.94710  0.10
37 H 5.63354 -4.16140 -0.22843  0.11
38 H 3.33327 -3.14589 -0.48091  0.08
39 N -2.27999 2.30006 -4.57966  0.17
40 C -1.14603 3.28924 -4.23336  -0.03
41 C -0.38776 2.67227 -3.03849  -0.63
42 O 0.81639 2.93955 -2.98410  0.00
43 O -1.14181 1.94934 -2.24325  -0.11
44 H -2.12813 1.75683 -5.39738  0.14
45 H -3.15436 2.81670 -4.78384  0.18
46 H -2.30925 1.66838 -3.74971  0.10
47 H -1.63745 4.27294 -4.02519  0.14
48 H -0.49732 3.41717 -5.20005  0.16
49 N 4.61688 0.89668 -2.88130  0.03
50 C 3.36638 0.76516 -3.66740  -0.09
51 C 2.28843 0.10240 -2.76313  -0.19
52 N 2.06552 0.82329 -1.50527  -0.15
53 C 3.36277 1.04238 -0.74374  -0.13
54 C 4.49607 1.63445 -1.63063  -0.10
55 H 5.31910 1.26552 -3.55648  0.20
56 H 4.98719 -0.06395 -2.77279  0.20
57 H 3.55599 0.10415 -4.52757  0.15
58 H 2.99392 1.77864 -3.92531  0.14
59 H 2.54740 -0.98606 -2.61482  0.13
60 H 1.32591 0.19741 -3.35542  0.13
61 H 1.55098 1.67154 -1.77307  0.07
62 H 3.64207 0.04787 -0.29897  0.09
63 H 3.22201 1.76519 0.06211  0.12
64 H 5.38709 1.61292 -0.99694  0.15
65 H 4.30388 2.69253 -1.86624  0.15
66 C 0.39883 6.03578 0.99963  -0.08
67 C 1.35478 5.26296 1.61511  -0.09
68 C 1.14614 3.89357 1.87605  -0.08
69 C 0.05626 3.31250 1.20782  -0.35
70 C -0.90752 4.04335 0.49329  -0.11
71 C -0.71437 5.41847 0.40762  -0.07
72 As -0.24481 1.36263 1.27180  1.31
73 C -2.24369 1.34896 1.54059  -0.29
74 C -3.23188 1.46065 0.60224  -0.13
75 C -4.56529 1.61505 1.02021  -0.07
76 C -4.86291 1.66641 2.38416  -0.07
77 C -3.86062 1.45303 3.31097  -0.03
78 C -2.56438 1.25242 2.89191  -0.18
79 C -1.36018 1.03882 3.80203  -0.18
80 C -1.44858 0.94258 5.19299  -0.01
81 C -0.27747 0.80153 5.98013  -0.06
82 C 0.92095 0.59338 5.35281  -0.08
83 C 0.99995 0.65086 3.95396  -0.16
84 C -0.12540 0.80972 3.17507  -0.35
85 H 0.56519 7.13195 0.90371  0.12
86 H 2.24712 5.70932 1.96963  0.09
87 H 1.90040 3.32537 2.40829  0.10
88 H -1.72548 3.57774 -0.00427  0.07
89 H -1.38256 6.03129 -0.21904  0.11
90 H -2.97660 1.31406 -0.43878  0.08
91 H -5.37910 1.58118 0.27695  0.11
92 H -5.89775 1.85505 2.71423  0.12
93 H -4.14167 1.34586 4.35650  0.11
94 H -2.42536 1.03246 5.68485  0.11
95 H -0.36353 0.92227 7.07089  0.12
96 H 1.83112 0.35962 5.92211  0.12
97 H 1.91933 0.54305 3.37086  0.05

Cartesian forces, eV/Å:
-0.1892 -0.9066 1.0923
-0.4093 -0.9851 -0.0761
1.1204 1.5669 -0.5109
-2.3083 -1.9861 1.6172
0.3234 -0.2155 0.0126
-0.2699 -0.3176 0.3610
1.8153 1.5934 -0.8036
-0.6506 0.1529 -0.4187
2.2457 -1.7734 0.1204
-0.8529 -0.1549 0.0079
-1.8699 -3.8613 2.3715
0.0500 4.6603 -5.1818
0.7935 -1.2334 2.8545
-1.1365 0.7670 0.0601
0.1305 -1.5247 -0.3069
-1.4259 -0.2548 -1.3146
0.6374 0.1452 -0.1046
0.3962 1.0031 -0.2028
0.9016 0.3247 -0.4021
-0.5830 -0.0878 0.2595
-0.5071 0.0983 0.3484
-0.0959 0.3588 -0.2130
0.3626 1.0970 -0.4816
-0.9036 0.3135 0.3528
1.8392 0.1973 0.6377
0.0584 -0.1495 0.2590
-1.4962 0.4015 0.3972
0.4624 -0.5297 -0.8293
-1.0575 0.0327 0.6031
0.5621 0.1149 0.6885
-0.1405 -0.6399 0.5200
0.8395 -0.0005 -1.6929
0.0336 0.4051 1.3152
0.5987 -0.3013 -1.0139
-0.0994 0.0581 -1.1162
0.1136 -0.0211 -0.1853
-0.0824 -0.0311 0.7364
0.7522 0.1063 0.4829
-0.4404 1.5092 0.5542
0.1005 0.2826 -2.3247
-1.4759 -0.9528 1.4930
-0.1538 -0.4018 0.2834
1.9903 1.2302 -2.1686
0.6249 -0.5954 -0.9000
0.3578 -0.5278 0.6638
-0.3145 0.3385 0.3194
0.5984 -0.9045 0.1109
-1.0861 -0.2606 2.0314
1.9213 -1.2278 -2.1486
-1.7741 -0.0775 0.6429
-0.3351 -0.1783 -1.1746
1.2844 0.0919 -0.3263
-0.5383 -0.4725 -0.9123
-0.9655 0.7482 1.7560
-0.3002 0.4142 0.8789
-0.3037 0.3003 0.6821
0.0430 0.5920 0.1633
0.4881 -0.5703 -0.1145
-0.4002 1.0132 0.1531
1.0316 -0.4733 0.6775
0.6019 0.6474 0.0560
-0.1397 0.9105 -0.3999
-0.2686 -0.2563 0.0110
0.2496 -0.2465 -0.6283
-0.0938 -0.4163 -0.1285
-0.2371 0.5503 -0.8601
-0.4263 -0.9345 0.9572
-0.4758 0.7039 -1.9339
-0.3278 -0.9303 0.9442
1.6660 0.9095 0.5485
-0.1170 0.5568 -0.4345
-1.8799 0.0370 0.9887
1.3279 0.0398 0.3568
-0.8759 -0.0622 -0.3701
0.0217 -0.3247 -0.3220
-0.6410 0.1427 -0.5858
-0.5012 -0.3918 0.5657
1.8074 0.3519 0.7452
-1.2482 -0.8547 0.0023
0.3520 0.3963 0.2782
-1.6705 0.2403 -0.0034
1.3028 -0.1828 -0.4854
0.4119 -0.2831 -0.5622
-0.5474 1.8423 -0.0549
-0.2241 -1.0043 -0.0154
0.6768 0.4957 0.4545
-0.2240 -0.1127 0.0651
-0.4257 -0.3522 -0.1971
0.1545 -0.3314 0.5960
-0.1254 0.3259 -0.1181
0.4925 0.3240 0.4399
0.6314 -0.2736 -0.1886
0.1969 0.2479 -0.1120
0.5043 0.0944 -0.1849
0.1405 -0.4613 -0.5972
-0.4344 0.3940 -0.2025
0.0353 -0.0919 0.7914

The HOMO-LUMO gap (alpha / beta) comes out at 5.00 / 3.81 eV. The lowest unoccupied orbital energy (alpha / beta) comes out at -5.6 / -6.8 eV. The value obtained for the energy relative to the best compared isomer or geometry (same formula, charge and spin) is 121.6 kcal/mol. As for the charge: +2. The multiplicity is 5.


The following is a quantum chemistry calculation of a gas-phase ion, HNO4S (charge -2) at a distorted geometry, from the OMol25 dataset.

Each line ends with the Löwdin charge.
Positions of all 7 atoms, in Å:
1 N -0.53458 0.66841 -0.17976  -0.30
2 O -1.13395 1.84419 -0.13055  -0.45
3 O 2.36783 -1.25279 0.23084  -0.62
4 O 3.40004 0.97238 0.04336  -0.61
5 O 0.95541 0.79992 0.51968  -0.55
6 S 2.26547 0.11528 -0.33383  0.45
7 H -0.81121 -0.02117 0.77257  0.08

Cartesian forces, eV/Å:
-0.8785 -1.0957 2.1228
0.5801 -1.3805 0.2809
0.3267 -0.6187 0.5534
0.9237 0.5782 0.8042
1.2728 0.1715 -0.0808
-2.4859 0.2548 -1.1731
0.2612 2.0904 -2.5074

The HOMO-LUMO gap comes out at 5.57 eV. The lowest unoccupied orbital energy comes out at 7.0 eV. The value obtained for the energy relative to the best compared isomer or geometry (same formula, charge and spin) is 25.9 kcal/mol. As for the charge: -2.


The following is a quantum chemistry calculation of a molecular structure, AsF6Rb at a distorted geometry, from the OMol25 dataset.

Each line ends with the Löwdin charge.
Positions of all 8 atoms, in Å:
1 Rb 0.13924 -0.50692 -3.24448  1.03
2 As -0.01665 0.07248 0.48103  0.72
3 F -1.03520 0.57222 -0.86424  -0.36
4 F -1.11013 0.88288 1.55474  -0.24
5 F 0.92904 -0.40875 1.84711  -0.24
6 F 1.08724 -0.72004 -0.65562  -0.39
7 F 0.96449 1.50498 0.32269  -0.26
8 F -0.95803 -1.39686 0.55877  -0.26

Cartesian forces, eV/Å:
-0.0498 0.0916 0.5009
-0.2061 0.3327 1.8960
0.3096 -0.0210 -0.6649
0.1240 -0.1129 -0.3879
0.0226 -0.2370 -0.5323
-0.1861 -0.0654 -0.2776
-0.3908 -0.2814 -0.3273
0.3766 0.2935 -0.2070

The HOMO-LUMO gap comes out at 11.05 eV. The lowest unoccupied orbital energy comes out at -1.3 eV. The value obtained for the energy relative to the best compared isomer or geometry (same formula, charge and spin) is 3.8 kcal/mol. As for the charge: 0.


The following is a quantum chemistry calculation of a gas-phase ion, C7H12O (charge -1) at a distorted geometry, from the OMol25 dataset.

Each line ends with the Löwdin charge.
Positions of all 20 atoms, in Å:
1 C 1.76282 -1.40948 1.96982  -0.08
2 C 1.33361 0.14650 1.55801  -0.21
3 C 1.82321 0.36746 0.07279  -0.27
4 C 0.72347 0.27857 -0.92904  -0.24
5 C -0.62005 0.07230 -0.86403  -0.20
6 C -1.82784 -0.05323 -1.67093  -0.23
7 C -2.86156 0.70819 -1.35971  -0.41
8 O -4.01953 0.17337 -1.60264  -0.06
9 H 1.70174 -2.27003 1.31063  0.06
10 H 1.33141 -1.49579 2.95007  0.04
11 H 2.77884 -1.15999 1.94740  0.02
12 H 1.95163 0.88112 1.99642  0.06
13 H 0.28240 0.26076 1.76585  0.06
14 H 2.63076 -0.16442 -0.19897  0.05
15 H 2.10006 1.46487 0.04553  0.09
16 H 1.15127 0.49062 -1.92243  0.06
17 H -0.96094 0.09944 0.26924  0.08
18 H -2.01766 -0.91389 -2.27722  0.06
19 H -2.87915 1.73439 -0.87433  0.09
20 H -4.38447 0.78925 -2.18646  0.05

Cartesian forces, eV/Å:
-0.6740 3.3356 -0.2152
0.8316 -3.5045 -2.4972
-5.2420 3.6047 1.9436
0.4537 -0.7249 -2.9584
-0.6613 0.1435 3.6562
3.9475 -0.1032 0.4998
2.4602 3.4426 1.7964
-4.7302 -2.2987 -0.1025
-1.0814 0.3506 -0.3197
0.2671 -0.8880 0.5270
2.0378 -0.4869 0.9786
0.4686 0.2924 1.8982
-0.1718 0.5340 -0.3908
2.9001 -2.0752 -0.6228
0.3519 -0.6209 -0.0072
-0.2909 -0.1827 -0.0451
0.4399 -0.0111 -1.6925
0.1553 -0.4711 -0.6226
0.3908 -1.3135 -0.4103
-1.8529 0.9773 -1.4153

The HOMO-LUMO gap (alpha / beta) comes out at 3.02 / 6.88 eV. The lowest unoccupied orbital energy (alpha / beta) comes out at 4.0 / 3.9 eV. The value obtained for the energy relative to the best compared isomer or geometry (same formula, charge and spin) is 86.6 kcal/mol. As for the charge: -1. The multiplicity is 2.


Question: The lowest energy relative to the best compared isomer or geometry (same formula, charge and spin) belongs to which entry?
Answer: AsF6Rb